No. 1
18
Properties=species:S:1:pos:R:3:forces:R:3 method="wB97M-V/def2-TZVPD" homo_energy_ev=-9.04 multiplicity=1 smiles="CCN(C)C(C)=O" total_charge=0 homo_lumo_gap_ev=9.96 relative_energy_ev=1.765 e_lumo_ev=0.917
H 1.686673 0.145064 -1.330643 1.81 0.08 -0.07
C -0.688049 0.577358 0.582154 -1.44 1.46 -1.77
H -2.206585 -0.316369 -0.945303 0.72 1.05 0.85
H -2.018701 1.435878 -1.023400 1.07 1.07 -1.20
H -2.777230 0.895752 0.218704 -0.63 -0.40 1.19
O -0.680227 1.287049 1.555039 -0.71 0.50 1.75
H 0.184736 0.387662 -1.855550 -1.55 1.13 -0.40
H 0.983492 -0.094719 2.196179 -0.40 -0.10 1.51
H 0.867932 -2.326658 -0.745663 -1.36 0.56 -0.62
C 0.717045 -0.235422 -1.207848 -0.32 -2.27 1.49
H 1.449386 -2.048441 -2.187387 0.22 0.40 -1.27
H 2.002436 0.794113 0.984112 0.00 -1.15 1.35
C 0.584304 -1.696580 -1.649217 0.71 -1.66 0.92
H -0.352393 -2.062676 -2.185925 1.15 0.75 1.07
C 1.428001 -0.159452 1.256923 2.67 1.10 -3.83
N 0.402804 -0.102701 0.235373 -0.88 -1.15 -1.47
C -1.926935 0.621695 -0.359805 -0.16 -2.18 -0.04
H 2.116244 -1.032674 1.053714 -0.89 0.79 0.54

***

No. 2
19
Properties=species:S:1:pos:R:3:forces:R:3 method="wB97M-V/def2-TZVPD" homo_energy_ev="-13.09 / -13.09" multiplicity=1 total_charge=+1 homo_lumo_gap_ev="8.08 / 8.08" relative_energy_ev=5.827 e_lumo_ev="-5.006 / -5.005"
H -3.392769 -1.260882 -0.908971 0.87 0.68 0.12
C 1.643287 0.620502 -1.393842 -2.04 0.92 2.79
H -2.541443 0.037983 -1.868644 0.13 -1.02 1.04
H -3.500870 1.436610 1.521456 -0.18 -1.13 -0.89
H -1.889899 1.451612 1.862166 1.16 -0.48 -0.27
H -1.646727 -1.301725 -1.151869 0.84 -0.66 0.27
H 0.025073 -0.477607 1.519529 0.91 0.32 -1.75
H 3.083196 0.523844 1.088612 -1.17 -1.53 -1.08
H 1.998474 -0.029056 -2.147480 0.35 -0.89 -0.44
C 2.510741 -0.385549 0.604455 3.29 -0.69 3.56
H 2.330975 1.379706 -1.070387 0.51 0.56 -0.76
C 0.144272 -0.107686 0.422714 -1.48 0.25 1.52
N 1.336046 0.011644 -0.041750 -1.03 -0.51 -1.66
C -2.441079 -0.640078 -0.945089 -3.15 0.15 -3.54
H 0.662579 1.041393 -1.543575 0.02 0.51 -1.26
H 3.274179 -0.901171 -0.065218 -1.30 0.57 0.70
H 2.218899 -1.057605 1.482741 0.72 0.78 -1.28
C -2.557859 0.945303 1.184658 -1.29 1.06 0.09
C -2.360052 0.201716 0.152371 2.82 1.13 2.83

***

No. 3
108
Properties=species:S:1:pos:R:3:forces:R:3 method="wB97M-V/def2-TZVPD" homo_energy_ev=-11.05 multiplicity=1 total_charge=+1 homo_lumo_gap_ev=8.49 relative_energy_ev=1.647 e_lumo_ev=-2.557
H -0.925035 -2.130616 2.051526 -0.02 -0.05 0.02
P 1.372872 -0.158484 2.224413 0.59 -0.28 1.39
C 3.672031 -3.276367 -0.924242 0.01 0.01 0.02
C 4.768848 -0.128977 0.488889 -0.19 -0.01 -0.09
H -0.758212 0.301434 6.554568 0.02 0.01 0.00
H -2.914557 4.921444 -1.623959 -0.02 -0.02 0.00
C 7.250173 0.762206 1.336837 -0.03 0.04 -0.01
C 0.235628 0.052744 4.673096 0.00 0.02 0.00
H -4.606887 -2.868071 1.982497 0.03 0.00 0.01
H 4.905399 4.069549 3.439607 -0.01 0.00 -0.01
C 3.170389 3.470295 2.334395 0.02 0.04 -0.01
H -0.602489 4.752776 -0.729283 0.07 0.00 0.03
C -7.597752 1.088498 -3.294632 0.05 0.19 0.01
C 3.578957 0.963610 3.470661 0.00 -0.03 -0.06
C -3.164763 -0.590085 1.911539 0.02 -0.02 -0.09
H -3.604053 3.399726 0.163390 -0.01 0.04 0.00
C 2.277186 -1.456670 1.296921 -0.12 0.57 -0.12
H -6.560415 -2.112870 -2.740729 0.02 0.01 0.00
H -1.529989 -3.669230 -1.065377 -0.02 -0.02 -0.01
H -0.851857 -0.366839 -5.584353 -0.03 0.02 -0.06
C -2.618433 4.322651 -2.487307 0.06 -0.04 0.16
N 0.152280 -0.701390 -2.512316 -0.05 -1.05 -2.42
H -4.897732 -2.196620 0.374586 -0.08 0.02 -0.03
P -2.052054 -1.383259 -0.473927 -0.88 -0.65 0.21
C 0.548706 -2.607553 5.409566 0.00 -0.05 0.02
P -1.840901 2.048450 -0.819831 -0.66 0.74 -0.18
H 0.660856 -3.645040 5.694780 0.02 0.01 0.01
H -1.728579 -2.638001 -2.485243 -0.01 -0.04 -0.02
O 0.177487 0.316382 1.457930 -0.05 0.21 1.55
H 3.006643 4.450867 1.907111 0.00 -0.01 0.00
C 3.379553 -1.971062 -1.319924 -0.10 0.24 0.12
C -6.524293 1.784028 -2.817202 -0.14 0.03 -0.06
C 5.614020 -0.989259 1.185589 -0.04 -0.03 -0.01
H 5.255077 1.848461 4.462217 0.01 0.01 -0.02
H -3.974756 -0.029946 1.437853 0.00 0.03 0.03
H 6.740707 2.617865 0.389681 -0.01 0.00 0.00
H -0.463270 -2.060914 7.214714 -0.02 0.00 -0.01
H -0.170650 1.969431 -3.199950 0.02 0.01 -0.08
N -4.404417 -1.020442 -1.738652 0.10 -0.13 0.07
B 0.261279 -0.662954 -5.218362 0.05 0.08 -0.27
H 3.717752 -0.008851 3.931045 0.03 0.02 0.02
H -3.466471 -0.807813 2.939154 -0.01 -0.04 -0.01
H 3.788282 -3.526404 0.124463 -0.03 -0.03 -0.01
C -5.440325 -0.338277 -2.269660 0.03 0.33 0.01
C 6.850663 -0.539083 1.613797 0.02 -0.06 0.05
O 2.357206 0.499994 -0.619056 1.12 0.41 -0.17
H 5.319749 -2.014744 1.380968 0.02 0.01 0.04
H 0.117430 1.088816 4.374970 -0.03 0.00 0.05
C -5.416609 1.078258 -2.297991 0.03 -0.35 0.04
Ca 0.272035 0.177737 -0.613164 -1.34 1.22 -0.34
C 3.667088 -3.956316 -3.227666 -0.02 0.02 0.04
C 1.037587 -2.171341 4.186871 0.05 0.00 -0.04
C -3.365663 -0.360973 -1.283162 -0.13 -0.03 -0.15
C -2.653543 3.006700 0.519948 0.18 -0.13 -0.02
H -8.447153 1.621613 -3.700978 0.00 0.00 0.01
C 2.309033 2.428600 2.027185 0.00 -0.05 -0.01
C -6.563991 -1.031239 -2.771101 -0.14 -0.04 -0.07
H 3.264046 -2.416092 -4.669925 -0.03 0.01 0.01
C 5.176863 1.167519 0.193682 -0.10 0.01 -0.04
C 3.818118 -4.265536 -1.880736 0.00 -0.04 0.02
C -4.164972 -2.703919 0.995921 0.09 -0.01 -0.05
C 3.389215 -2.656165 -3.622573 0.02 -0.02 -0.08
H -0.806090 3.284875 -4.192919 0.03 0.01 0.00
H -8.485272 -0.844150 -3.659962 0.01 -0.01 0.00
C -3.311241 1.066421 -1.380384 -0.07 -0.03 0.00
C -2.145521 -2.886301 -1.510127 0.11 0.12 0.07
H 1.078111 0.186504 -5.496343 0.03 0.06 -0.03
C -1.493944 3.347853 -2.142223 0.02 -0.18 0.01
C -0.251477 -0.386531 5.891351 0.00 -0.01 -0.01
H 1.529868 -2.877066 3.527994 -0.03 0.00 0.01
P 3.157729 -0.658567 -0.112533 1.37 -0.98 0.29
C 3.251227 -1.658769 -2.670572 0.02 0.10 0.05
H 3.759622 -4.738367 -3.969404 0.02 0.02 -0.01
H -1.842319 1.924611 -3.763437 0.03 0.00 -0.03
H 3.024333 -0.643655 -2.970624 -0.03 -0.03 -0.04
C 4.438085 2.005638 3.770699 0.02 -0.05 0.01
C 2.524721 1.172525 2.583506 -0.24 -0.08 0.05
H -3.171709 -3.223321 -1.623988 -0.02 -0.03 0.00
H -1.585611 -3.621496 1.334656 0.04 -0.02 0.05
H 1.464342 2.586314 1.368075 0.02 0.02 -0.02
C -7.618381 -0.324832 -3.273723 0.07 -0.15 0.04
C -0.090417 -1.717141 6.258900 0.00 -0.02 0.01
H 7.508195 -1.205041 2.156907 0.00 0.01 0.00
H -2.211941 -3.018901 2.871061 -0.02 0.01 0.00
H 2.964495 -1.996538 1.948090 0.05 0.00 -0.02
H -6.495035 2.865616 -2.829723 0.03 -0.01 0.01
H 0.598431 -1.753823 -5.606140 0.01 -0.11 0.00
H 0.518209 3.490728 -1.300034 0.06 0.08 0.01
H -2.825991 2.356616 1.377462 -0.02 0.00 -0.01
H -3.493393 3.810924 -2.866068 -0.13 -0.06 -0.07
C 0.202728 -0.702461 -3.674626 -0.10 -0.11 0.42
H -2.270844 0.038630 1.946079 -0.02 0.02 0.05
H 8.215856 1.111651 1.677834 0.01 -0.01 -0.02
C -2.885943 -1.887040 1.146004 0.19 0.15 -0.12
H -2.004775 3.822942 0.836600 -0.02 0.02 0.01
H -2.255738 5.009682 -3.256638 0.01 0.00 0.02
C 6.419441 1.610419 0.619119 0.07 0.01 0.04
C 4.235115 3.254951 3.197275 0.01 0.03 0.02
C 0.883859 -0.839947 3.819071 0.09 0.03 -0.27
H -3.963710 -3.681886 0.556434 -0.02 0.00 -0.01
C -1.834319 -2.715118 1.891413 0.02 0.07 -0.05
C -1.052904 2.583052 -3.394591 -0.10 -0.03 0.11
H 4.519609 1.817417 -0.370203 0.00 0.03 0.04
N -4.334415 1.742531 -1.840271 0.13 0.27 -0.04
H 0.061717 4.829752 -2.359522 0.01 -0.01 -0.01
C -0.307282 4.149782 -1.589275 -0.04 -0.13 -0.01
H 4.041096 -5.279649 -1.576887 0.00 0.00 -0.01
H 1.538111 -2.157093 0.892622 0.03 -0.10 0.08

***

No. 4
21
Properties=species:S:1:pos:R:3:forces:R:3 method="wB97M-V/def2-TZVPD" homo_energy_ev=-8.91 multiplicity=1 smiles=CNC(CO)CO.O total_charge=0 homo_lumo_gap_ev=9.43 relative_energy_ev=3.580 e_lumo_ev=0.521
H 1.082428 -0.897969 1.072268 -0.80 0.69 -0.79
O -2.557512 1.771177 1.020222 0.08 2.53 -0.62
O 5.376017 -0.905836 0.271159 -1.38 1.81 -3.24
H 0.339455 2.631036 -1.375249 -2.38 -1.45 0.22
H -2.131261 1.004388 -1.690481 0.37 0.47 0.46
H -1.464819 -1.736418 -0.289757 -0.76 -0.39 0.46
H -2.969082 -0.042127 0.619181 -0.49 -1.75 -0.41
N -0.682578 -1.134286 -0.301908 3.20 -0.01 0.99
C 0.517480 -1.581171 0.414606 1.27 -3.46 1.04
C -2.083087 0.462076 0.905221 1.58 1.23 0.06
H 0.038412 0.817173 0.414022 -1.50 -1.67 -0.82
O -0.645469 2.390409 -1.253134 1.16 0.32 -0.42
H 0.389788 -2.424227 1.267546 -0.27 1.27 -2.29
H 5.532386 -1.466118 0.980458 -0.04 -1.91 1.76
C -0.867581 0.239148 -0.076977 -1.18 3.07 1.81
H 1.280527 -1.958885 -0.339448 -0.77 0.15 1.03
C -1.072544 1.008885 -1.353106 0.55 -0.24 -2.07
H -0.599412 0.377826 -2.173429 0.07 1.16 0.79
H 4.617159 -1.198321 -0.308488 1.41 0.10 1.48
H -1.752162 0.266296 1.929428 -0.15 -0.86 -0.18
H -2.348146 2.376944 0.267866 0.04 -1.04 0.74

***

No. 5
11
Properties=species:S:1:pos:R:3:forces:R:3 method="wB97M-V/def2-TZVPD" homo_energy_ev=-10.48 multiplicity=1 smiles="N#S(=O)O.C=C" total_charge=0 homo_lumo_gap_ev=9.66 relative_energy_ev=4.513 e_lumo_ev=-0.822
O 2.525433 -1.342600 -0.580227 -0.42 1.06 -0.76
H -0.938434 -1.151366 1.349247 -0.91 0.91 -0.66
H -0.794101 -0.266133 -0.998266 -0.65 0.12 0.10
H -2.576729 -0.234844 1.508024 0.19 -0.35 -0.24
C -1.737068 -0.515383 0.864302 0.76 -0.88 2.10
S 2.089235 -0.083282 -0.029715 0.53 0.45 0.63
C -1.664224 -0.059146 -0.356182 -0.41 0.34 -1.34
O 2.060924 1.005409 -1.249619 1.32 -3.90 -0.66
N 1.900744 0.336766 1.331159 -0.34 0.34 -0.45
H -2.553378 0.475371 -0.752509 1.03 -0.15 0.00
H 1.687601 1.835212 -1.086215 -1.11 2.06 1.28

***

No. 6
120
Properties=species:S:1:pos:R:3:forces:R:3 method="wB97M-V/def2-TZVPD" homo_energy_ev=-8.07 multiplicity=1 smiles="CCOCCO[C@@](C#N)(OCCNC[C@H](C)O)[C@@H](C#N)OC[C@@H](C)C(C)C.CN(C)P(=O)(N(C)C)N(C)C.CN(C)P(=O)(N(C)C)N(C)C" total_charge=0 homo_lumo_gap_ev=8.26 e_lumo_ev=0.191
H 6.887399 4.453709 -3.819746 -0.17 -0.13 0.15
H 2.085309 -0.952733 -7.727262 0.51 0.16 0.06
H 6.828306 1.789973 -6.995440 -0.09 -0.25 0.08
H -7.038092 0.792629 2.097326 0.14 -0.05 0.12
H -2.279781 -1.182268 2.949696 0.05 -0.03 0.05
C 6.297276 3.701719 -4.358674 0.95 0.30 -0.22
C 4.604255 -0.166607 -7.635744 -0.36 0.67 0.65
N -5.922850 0.424627 8.939297 -0.51 0.20 0.36
N 5.302036 -0.071845 -2.967134 -0.19 0.36 0.22
H 1.082056 -2.355228 -5.891367 -0.17 0.08 0.16
C -5.411354 -0.845044 9.444587 0.59 0.19 0.13
O 7.633825 -2.275540 -4.925560 0.09 -0.62 0.20
H 6.830717 -4.039564 -5.607975 -0.10 0.12 -0.07
H -2.553571 2.790379 9.155189 -0.02 0.02 -0.05
H -7.483645 -0.250446 7.655206 -0.07 0.02 -0.01
C -5.444368 2.356717 10.836427 -0.32 -0.74 0.23
C -1.069536 -0.582683 -4.773385 0.43 0.35 0.32
C 8.243644 2.015677 -2.963871 -0.10 0.68 -0.50
C -3.334074 3.114419 9.845270 -0.13 0.20 -0.15
N -3.003659 -2.104963 1.177627 0.89 -0.21 -0.63
H 10.410233 1.439767 -4.764194 -0.10 -0.13 -0.03
C 9.170296 -2.190414 -3.072436 0.28 0.21 -0.26
H -5.984803 -4.479431 -0.247620 -0.02 0.06 0.02
H -5.450486 -3.114520 3.047998 0.03 0.10 -0.04
H -4.654915 -1.275021 8.780268 -0.06 -0.05 -0.03
H -1.081437 1.774001 -2.828205 -0.04 0.28 -0.11
O -3.868152 -0.135270 0.069119 -1.97 -1.19 -2.49
H -1.397540 -0.881506 0.476503 0.05 -0.01 -0.06
O -4.371686 0.655444 6.994490 2.71 0.04 1.73
H -3.658799 0.112275 -4.192544 0.09 -0.19 -0.05
H -7.059126 3.466388 8.374780 0.00 -0.19 0.03
H 6.488528 -3.693054 -3.916698 0.10 0.12 -0.05
H -7.227165 2.690957 6.775100 -0.04 0.08 -0.02
H -1.606227 -2.774580 2.582319 0.01 0.02 -0.16
C -4.551413 3.201254 6.209329 0.07 -0.38 -0.23
H 7.218354 1.663447 -2.860474 0.22 -0.43 0.09
H -6.205859 -1.580767 9.555144 -0.13 0.13 -0.06
H -3.309132 -1.329835 -3.156868 0.00 0.05 -0.21
H 5.751074 3.089123 -3.643100 -0.11 0.15 -0.05
H -4.308357 -0.768885 3.660783 0.06 -0.01 -0.13
C -1.606590 0.025321 -3.482579 -1.08 0.29 -0.88
C -6.646461 0.077630 1.376177 -0.07 -0.35 -0.52
C -1.878816 -1.849661 0.280558 -0.02 0.42 -0.11
H -6.992551 -2.884828 2.216528 0.01 -0.01 0.09
H -2.201585 -1.848763 -0.760400 -0.03 0.05 0.04
N -5.230616 2.903737 7.470131 0.47 0.39 -0.67
H -4.591444 4.273434 6.003542 -0.16 0.02 0.15
O 3.202280 -1.191965 -5.962822 0.18 0.42 -0.27
C -3.105952 -0.267924 -3.331003 0.30 0.12 0.61
C 4.392372 -0.514639 -6.177978 1.07 -0.49 0.15
H -6.408030 0.630347 0.461575 0.00 0.08 0.05
C -7.317166 0.362777 8.551312 -0.04 0.04 -0.31
H -4.951715 -0.706047 10.431739 0.02 -0.07 -0.02
P -4.724868 1.433982 8.240907 -5.40 1.00 -0.66
C 8.825613 -2.859406 -4.399171 0.16 0.01 0.56
H -6.643309 4.350769 6.941249 0.15 -0.03 -0.05
H -4.817318 -3.433241 -1.028639 0.05 0.01 0.01
H -2.902217 3.075490 10.847600 -0.04 -0.06 -0.01
H 5.628516 4.264853 -5.010218 -0.22 -0.28 0.14
C -5.029835 -0.115095 3.178766 0.32 0.17 0.01
H -4.586913 0.885903 3.096308 0.03 0.00 0.08
H 8.308187 2.920391 -2.350498 0.01 -0.23 0.14
H 9.048781 0.360144 -4.979506 -0.16 0.08 -0.34
H -4.993262 2.664868 5.359016 0.05 0.03 -0.03
C 6.567157 1.700987 -5.935533 0.69 0.82 -0.61
H 0.027821 -1.283192 -6.782687 0.08 0.19 0.05
H 4.740523 -3.254523 -5.981418 -0.32 0.28 0.10
H -1.393475 0.076794 -5.584123 -0.21 -0.19 0.04
H 9.177855 3.326736 -4.339721 -0.08 -0.05 -0.20
N -5.486525 -0.633440 1.903199 -0.25 -0.22 0.50
H -3.582358 4.155116 9.607148 0.02 0.00 0.03
H 8.705082 -3.938730 -4.243190 -0.12 0.08 -0.08
C -6.603107 3.355304 7.388521 -0.22 0.08 0.53
H 9.486578 1.603893 -6.234292 -0.21 -0.23 0.02
H -4.267374 -4.567708 0.211303 -0.03 -0.03 -0.01
H -5.873086 -0.061060 3.872515 -0.05 0.06 -0.09
P -4.502620 -1.357505 0.703320 2.18 0.48 5.66
N -5.298076 -2.868439 0.946161 -0.51 0.31 -2.98
C 8.547078 2.432623 -4.430256 0.09 0.04 0.42
H 10.138602 -2.536983 -2.697851 -0.11 -0.05 -0.02
C 0.835244 -1.294923 -6.043518 0.60 0.27 -0.34
H -6.459669 2.579709 10.506446 0.02 -0.06 -0.08
H -3.222299 -2.675546 3.204412 -0.13 0.15 0.00
H 1.977560 0.423378 -6.563705 0.31 -0.04 -0.11
N 0.413419 -0.596920 -4.815520 -0.66 -1.22 -0.04
H 3.416776 1.121799 -5.190570 0.11 0.05 -0.08
C 4.903664 0.431700 -3.919272 0.25 -0.72 -0.84
H -1.494476 -1.588692 -4.917086 0.03 0.10 -0.04
H -7.740417 1.348170 8.374906 0.13 0.01 -0.06
O -1.500842 1.454091 -3.631751 0.52 -0.32 0.58
H 0.651428 -1.239581 -4.063429 0.37 0.39 0.18
C -2.517063 -2.173008 2.539966 -0.37 -0.29 0.30
C 4.456631 0.789285 -5.300565 -1.02 0.64 0.07
C 5.212385 -2.583156 -5.259417 1.37 -0.72 0.31
H -5.140883 3.165935 11.502445 0.21 0.04 -0.18
C 2.082580 -0.660260 -6.670944 -1.48 -0.55 0.24
H 4.648650 -2.532450 -4.326712 -0.28 0.30 -0.27
C 7.291154 2.880830 -5.208956 -0.58 -0.20 0.04
H -1.079983 -0.326190 -2.587884 0.16 0.03 -0.16
N 4.728617 0.303887 -8.674885 0.06 -0.35 -0.11
O 5.135893 1.847534 -5.886234 0.33 -0.46 0.40
H -3.452449 0.273812 -2.445944 -0.07 -0.13 -0.10
H -6.131193 -4.408519 2.079514 0.15 0.01 -0.25
C 9.391749 1.380383 -5.167559 0.39 0.40 0.42
O 5.495363 -1.307415 -5.809521 -0.72 -0.15 -0.31
H -1.128669 -2.638131 0.381708 -0.08 -0.06 0.19
C -5.996143 -3.326626 2.128237 -0.64 0.59 0.25
C 6.587820 -3.227158 -4.908544 -0.29 0.12 -0.19
C -5.081300 -3.890746 -0.073815 0.26 -0.07 0.13
H -3.499390 2.925535 6.256659 -0.05 -0.06 0.00
H 8.414042 -2.357097 -2.302863 -0.03 -0.05 -0.15
H 9.650737 -2.760985 -5.113543 -0.19 0.27 -0.05
H -7.903255 -0.061801 9.371069 0.09 -0.10 0.00
H 8.965308 1.291140 -2.584599 -0.15 -0.05 -0.02
H 7.638611 3.570247 -5.987833 0.02 -0.18 0.00
H 6.919490 0.716094 -5.618600 -0.35 0.05 0.29
H 9.252090 -1.113415 -3.242011 -0.04 -0.08 0.12
H -7.453545 -0.628917 1.141059 -0.02 0.06 -0.03
N -4.509413 2.253653 9.736922 2.77 -0.82 -0.63
H -5.476652 1.444062 11.438040 -0.09 0.02 0.01

***

Electronic energy (a.u.)
-327.0665, -290.1078, -4091.1164, -440.5836, -682.4737, -2925.7143